Entry from the OMol25 dataset: a molecular structure, C37H43N6ORbS4 (ωB97M-V/def2-TZVPD).

Atoms and positions in Å:
Rb -1.0299 -0.6109 -0.1196
C 2.3002 -2.7118 -1.8077
N 1.7475 -2.1379 -0.5889
C 1.5390 -3.1505 0.4321
C 0.3195 -4.0238 0.1235
N -0.8707 -3.6067 0.8443
C -2.0571 -4.2275 0.2634
C -0.8234 -3.6897 2.2705
C 0.1724 -4.4334 2.9042
C 0.2837 -4.4947 4.2881
C -0.6370 -3.8013 5.0597
C -1.6339 -3.0641 4.4433
C -1.7708 -2.9627 3.0461
S -3.0084 -1.9336 2.3814
C 2.4700 -0.9718 -0.1759
C 3.3007 -1.0139 0.9442
C 4.0009 0.1013 1.3757
C 3.8696 1.2888 0.6722
C 3.0550 1.3402 -0.4448
C 2.3352 0.2301 -0.9117
S 1.3249 0.3978 -2.3355
H 3.2878 -3.1668 -1.6146
H 2.3907 -1.9328 -2.5623
H 1.6362 -3.4840 -2.2004
H 1.3701 -2.6526 1.3876
H 2.4350 -3.7849 0.5613
H 0.5440 -5.0928 0.2910
H 0.0792 -3.9290 -0.9369
H -1.9649 -5.3277 0.2660
H -2.1794 -3.8815 -0.7660
H -2.9359 -3.9296 0.8300
H 0.8991 -4.9691 2.3067
H 1.0831 -5.0672 4.7441
H -0.5720 -3.8176 6.1424
H -2.3423 -2.5036 5.0414
H 3.4038 -1.9364 1.5015
H 4.6097 0.0452 2.2687
H 4.3832 2.1840 1.0059
H 2.9335 2.2707 -0.9855
C -0.1331 0.1392 3.1624
N -0.4903 1.1186 2.1551
C -1.2570 2.0664 2.5261
C -1.7835 3.1272 1.6993
C -2.3509 4.2950 2.2228
C -2.7010 5.0877 1.1218
C -2.3359 4.3407 -0.0004
N -1.7764 3.1567 0.3289
C 1.2283 0.3506 3.7829
C 1.8357 -0.7144 4.4481
C 3.0447 -0.5455 5.1029
C 3.6735 0.6956 5.0959
C 3.0843 1.7524 4.4186
C 1.8694 1.5817 3.7651
H -0.1414 -0.8582 2.7132
H -0.8806 0.0938 3.9686
H -1.5765 2.1276 3.5792
H -2.4776 4.5213 3.2727
H -3.1627 6.0647 1.1270
H -2.4784 4.6119 -1.0400
H 1.3427 -1.6830 4.4497
H 3.5019 -1.3848 5.6148
H 4.6232 0.8303 5.6009
H 3.5762 2.7179 4.3868
H 1.4213 2.4026 3.2194
C -1.8717 -2.8538 -5.0151
S -1.0470 -1.9068 -3.7173
C -1.1350 -0.3349 -4.5661
O -2.0406 -1.8656 -2.6047
H -2.8596 -2.4261 -5.1861
H -1.9645 -3.8778 -4.6564
H -1.2707 -2.8292 -5.9249
H -0.5023 -0.3751 -5.4535
H -0.7433 0.4122 -3.8785
H -2.1740 -0.1151 -4.8107
N -3.1087 1.6014 -1.6439
C -2.8531 2.1713 -2.8326
S -3.9269 2.0304 -4.1302
N -1.6715 2.8340 -2.8567
C -1.1254 3.6300 -3.8866
C 0.2497 3.5615 -4.0935
C 0.8440 4.3663 -5.0538
C 0.0788 5.2390 -5.8147
C -1.2908 5.3094 -5.5954
C -1.8961 4.5178 -4.6318
H -4.0067 1.1598 -1.5557
H -2.6382 2.0001 -0.8123
H -1.0873 2.7178 -2.0303
H 0.8364 2.8586 -3.5087
H 1.9140 4.2983 -5.2087
H 0.5446 5.8630 -6.5683
H -1.8987 5.9947 -6.1745
H -2.9593 4.5745 -4.4565

Total charge: -2
Gap between HOMO and LUMO: 5.398 eV
Maximum force: 0.24 eV/A
Energy relative to the best compared isomer or geometry (same formula, charge and spin): 3.33 kJ/mol
LUMO: 0.1323 Eh
HOMO level: -0.0661 Eh
Multiplicity: 1



Entry from the OMol25 dataset: a molecular structure, C37H43O2PdSi at a distorted geometry (ωB97M-V/def2-TZVPD).

Atoms and positions in Å:
O -1.4130 1.4889 -2.8204
C -0.0668 1.4623 -3.4091
C -0.3105 2.7516 -4.2202
H 0.0567 0.5314 -3.9836
H 0.7068 1.5915 -2.6358
C -1.7001 2.7399 -3.4912
H -0.2415 2.5280 -5.2968
H 0.3549 3.5922 -3.9252
C -2.9759 2.3512 -4.2316
H -2.8241 1.3971 -4.7726
H -3.2641 3.1637 -4.9040
H -3.7588 2.1419 -3.4755
C -1.8388 3.9380 -2.5497
H -0.8469 4.3379 -2.2793
H -2.4131 3.7262 -1.6353
H -2.3754 4.7093 -3.1171
Pd 0.0756 0.1829 1.5096
C 0.6091 2.5378 1.9775
C 1.6857 1.6071 1.7163
C 1.7723 1.4432 0.2742
H 2.3650 1.2038 2.4603
C 0.8860 2.3975 -0.3058
C 0.1603 3.0412 0.7258
H -0.5393 3.8677 0.5833
H 0.2770 2.8322 2.9712
H 2.4950 0.8135 -0.2462
H 0.9083 2.7305 -1.3401
C -2.2454 0.5287 1.9330
C -2.6777 1.7508 1.3490
C -2.7603 1.5771 -0.0558
H -2.9136 2.6760 1.8706
C -2.3156 0.2874 -0.3885
C -1.9545 -0.4010 0.8328
H -1.8081 -1.4771 0.9220
H -2.2674 0.3002 2.9967
H -3.1209 2.3330 -0.7440
H -2.2519 -0.1399 -1.3822
O -0.0606 -0.3887 -6.0576
C -0.4488 0.3728 -7.2464
C 0.0501 -0.3330 -8.5118
H 0.0403 1.3641 -7.2148
H -1.5440 0.5302 -7.2551
C 1.0561 -1.3819 -7.9905
H 0.5448 0.3803 -9.1718
H -0.7771 -0.7765 -9.0740
C 0.8567 -1.4339 -6.4746
H 2.0666 -1.0383 -8.2094
H 0.9102 -2.3405 -8.4794
H 1.8058 -1.2467 -5.9505
H 0.4913 -2.4272 -6.1608
C 0.3545 1.4043 6.9828
C 1.5129 1.3816 6.2011
C 1.5730 0.5659 5.0639
C 0.4692 -0.2216 4.6880
C -0.6922 -0.1887 5.4789
C -0.7531 0.6391 6.6062
Si 0.5641 -1.3076 3.1580
C 2.3492 -1.8480 2.9538
C 2.9327 -1.8116 1.6781
C 4.2866 -2.1176 1.5209
C 5.0405 -2.5173 2.6276
C 4.4419 -2.6290 3.8867
C 3.0932 -2.2969 4.0582
C -0.5547 -2.8093 3.2065
C -0.0040 -4.0938 3.0277
C -0.7953 -5.2351 3.2068
C -2.1476 -5.1174 3.5488
C -2.7157 -3.8458 3.6688
C -1.9322 -2.7021 3.4620
H 0.2996 2.0539 7.8575
H 2.3691 2.0032 6.4744
H 2.5049 0.5430 4.4932
H -1.5531 -0.8171 5.2396
H -1.6744 0.6944 7.1879
H 2.3331 -1.5317 0.8043
H 4.7365 -2.0308 0.5320
H 6.1009 -2.7310 2.5084
H 5.0238 -2.9682 4.7432
H 2.6267 -2.3967 5.0428
H 1.0559 -4.2001 2.7807
H -0.3526 -6.2241 3.0832
H -2.7676 -6.0078 3.6733
H -3.7737 -3.7379 3.9154
H -2.4128 -1.7227 3.5237

Total charge: -1
Gap between HOMO and LUMO (alpha / beta): 4.237 / 5.901 eV
Maximum force: 2.06 eV/A
LUMO (alpha / beta): 0.0831 / 0.0819 Eh
HOMO level (alpha / beta): -0.0726 / -0.1349 Eh
Expectation value of S²: 2.0274
Multiplicity: 3



Entry from the OMol25 dataset: a molecular structure, C37H44BBr57FN3O8P3 at a distorted geometry (ωB97M-V/def2-TZVPD).

Atoms and positions in Å:
C 3.0955 4.8210 3.6378
C 1.5569 4.9203 4.2231
C 0.8449 6.2851 4.7932
C -0.7060 6.2895 5.3228
C -1.6661 4.9177 5.3243
C -3.1922 5.1321 5.8353
C -4.0531 3.8105 6.2288
C -3.9444 6.1323 4.7269
C -0.9487 3.5604 4.7699
O -1.6949 2.2994 4.7273
C -2.1941 1.9752 3.3829
C -1.0670 1.0486 2.6346
C -0.6998 -0.5183 3.0175
P -1.6802 -1.3481 4.4819
N -1.3642 -0.5818 5.9054
N 0.3830 -1.2949 2.2864
C 1.2437 -0.7156 1.1460
C 2.3847 -1.7136 0.5240
O 2.8878 -2.6583 1.3645
N 2.9296 -1.7081 -0.8858
C 1.8538 -1.8411 -1.9397
O 2.2061 -2.4517 -3.0952
F 0.4657 -1.3306 -1.8623
C 0.9547 0.8359 0.6913
B 1.8395 1.5573 -0.4927
O 3.3064 1.7101 -0.4030
O 1.1877 2.0539 -1.7373
C -0.2074 1.7445 1.4182
P -0.4609 3.5808 0.8201
P -2.2756 3.6443 -0.3987
O -3.5301 3.1891 0.4798
O -2.1959 2.4909 -1.7470
O -2.6640 5.2595 -0.9904
C 0.6331 3.5266 4.2354
H 2.9843 4.6898 2.4613
H 3.5899 3.8061 4.0193
H 3.7671 5.7528 3.9010
H 1.4471 7.2970 4.8201
H -1.1676 7.3259 5.6922
H -3.1286 5.8013 6.8227
H -5.1252 4.1455 6.6128
H -4.2616 3.2115 5.2171
H -3.5123 3.0536 6.9379
H -3.8512 5.7463 3.6252
H -3.3793 7.1777 4.8499
H -5.0667 6.3613 5.0580
H -3.2001 1.3536 3.5442
H -2.4416 2.9886 2.8489
H -1.2363 -2.7355 4.6342
H -3.1089 -1.3620 4.2222
H -2.2544 -0.2238 6.3276
H 0.5757 -2.2901 2.5906
H 3.5446 -0.8629 -1.0420
H 3.5318 1.5189 0.5675
H 1.5195 2.9952 -1.8568
H -0.7810 4.4176 1.9801
H -2.9489 1.8295 -1.5769
H -3.4997 5.5310 -0.4836
H 1.1525 2.5502 3.8529
C 3.2355 -5.2985 -5.4370
Br 5.1512 -5.6118 -5.5646
Br 2.4585 -4.8520 -7.1635
Br 2.3132 -6.7881 -4.5916
H 3.0965 -4.4270 -4.7888
C -6.6114 0.8988 2.0666
Br -5.0036 0.2968 2.9814
Br -8.2230 0.1866 2.8909
Br -6.6734 2.8370 1.9118
H -6.5690 0.4980 1.0485
C -8.7641 -1.1747 7.0875
Br -7.0175 -1.3420 6.2475
Br -9.0596 0.6138 7.7931
Br -10.1972 -1.7281 5.8942
H -8.7756 -1.8610 7.9407
C 5.7351 1.2075 3.1354
Br 5.4851 2.7543 4.2882
Br 4.0437 0.3565 2.6889
Br 6.7653 1.6486 1.5454
H 6.3205 0.4768 3.7032
C -10.1323 3.6397 10.0969
Br -10.3823 5.1866 11.2498
Br -11.8237 2.7888 9.6505
Br -9.1021 4.0809 8.5069
H -9.5469 2.9091 10.6647
C 4.8861 -9.2084 -7.9696
Br 6.8017 -9.5216 -8.0972
Br 4.1090 -8.7619 -9.6962
Br 3.9637 -10.6979 -7.1242
H 4.7471 -8.3369 -7.3214
C 0.7419 9.6684 2.2788
Br 2.6575 9.3551 2.1512
Br -0.0352 10.1149 0.5522
Br -0.1805 8.1788 3.1242
H 0.6029 10.5399 2.9270
C 10.4027 -10.7853 -8.4528
Br 10.5834 -12.1112 -9.8647
Br 10.1851 -11.6131 -6.7059
Br 11.8675 -9.5054 -8.4698
H 9.4851 -10.2238 -8.6571
C 0.7557 -4.5747 -10.6673
Br -0.6013 -3.4458 -11.4847
Br 0.2910 -6.4605 -10.7774
Br 2.5251 -4.2216 -11.3945
H 0.7894 -4.3153 -9.6040
C -3.9416 -0.8789 -9.9905
Br -5.4811 -0.2783 -8.9641
Br -2.3025 -0.8086 -8.9451
Br -4.2307 -2.6393 -10.7659
H -3.8198 -0.1786 -10.8235
C -8.4534 -3.3771 11.1373
Br -7.9761 -4.0548 9.3774
Br -9.3118 -1.6345 11.0337
Br -9.5265 -4.6542 12.1382
H -7.5190 -3.2408 11.6917
C 8.6574 -8.8076 -3.8633
Br 8.4075 -7.2608 -2.7104
Br 6.9661 -9.6585 -4.3097
Br 9.6877 -8.3665 -5.4533
H 9.2429 -9.5382 -3.2954
C 11.4346 -11.3907 -13.5249
Br 13.1812 -11.5580 -14.3649
Br 11.1391 -9.6022 -12.8193
Br 10.0015 -11.9441 -14.7182
H 11.4231 -12.0770 -12.6717
C 7.3662 -6.3588 1.3553
Br 7.3727 -6.8394 3.2403
Br 5.8629 -5.2085 0.9068
Br 9.0617 -5.5835 0.8001
H 7.2384 -7.2872 0.7891
C -1.4716 -1.9216 -4.8827
Br -2.5760 -0.4715 -4.2032
Br -2.5438 -3.3372 -5.6768
Br -0.1030 -1.2773 -6.1058
H -0.9523 -2.3579 -4.0230
C 2.5663 5.9085 -2.8276
Br 4.1741 5.3064 -1.9128
Br 0.9547 5.1962 -2.0033
Br 2.5043 7.8467 -2.9824
H 2.6087 5.5077 -3.8457
C -13.2085 3.2030 5.9389
Br -11.4619 3.0357 5.0988
Br -13.5040 4.9916 6.6445
Br -14.6417 2.6497 4.7456
H -13.2200 2.5168 6.7921
C 5.8278 6.8665 1.3382
Br 6.8989 5.9450 0.0012
Br 6.3126 6.3356 3.1458
Br 5.8893 8.7974 1.1098
H 4.7884 6.5591 1.1826
C -2.2145 3.0674 -7.1488
Br -2.2079 2.5867 -5.2638
Br -3.7178 4.2176 -7.5973
Br -0.5189 3.8426 -7.7041
H -2.3422 2.1389 -7.7151

Total charge: +1
Gap between HOMO and LUMO: 4.567 eV
Maximum force: 10.08 eV/A
LUMO: -0.2136 Eh
HOMO level: -0.3814 Eh
Multiplicity: 1



Entry from the OMol25 dataset: 9 unconnected molecules or ions with the total composition C37H44N2O28 at a distorted geometry (ωB97M-V/def2-TZVPD).

Atoms and positions in Å:
N -7.2247 -2.7986 -1.3161
C -6.0029 -2.6344 -0.6153
C -5.5015 -3.6406 0.1153
N -6.1149 -4.9041 0.2303
C -4.2359 -3.4495 0.8720
O -3.6062 -4.3928 1.2958
C -3.7818 -2.0504 1.1016
C -2.8270 -1.8157 2.0605
C -2.3720 -0.5105 2.2477
C -1.3175 -0.2587 3.2858
C 0.1231 -0.1262 2.7672
C 0.5047 -1.1208 1.7008
O 0.7240 -2.2601 2.0125
O 0.6236 -0.7417 0.3917
C -2.9129 0.5214 1.5019
C -3.8696 0.2794 0.5420
C -4.2908 -1.0146 0.3323
C -5.2857 -1.3416 -0.7111
O -5.5275 -0.5769 -1.6229
H -7.0989 -2.5162 -2.2802
H -7.9494 -2.2304 -0.9004
H -6.7456 -4.8914 1.0253
H -5.3831 -5.5542 0.5081
H -2.4193 -2.6222 2.6424
H -1.5572 0.6586 3.8151
H -1.3425 -1.0653 3.9994
H 0.2396 0.8765 2.3643
H 0.7998 -0.3107 3.5906
H -0.2259 -0.8784 -0.0780
H -2.5630 1.5192 1.7034
H -4.2725 1.0855 -0.0431
C 4.1236 0.8015 0.7977
C 3.5249 0.6138 -0.5768
O 3.6389 1.9307 -1.1435
C 4.6361 2.5789 -0.4966
O 5.0918 3.6314 -0.8230
O 5.0409 1.8827 0.5870
H 4.6425 -0.0785 1.1665
H 3.3814 1.1124 1.5349
H 4.0970 -0.0790 -1.1971
H 2.4885 0.2877 -0.5363
C -0.0119 -3.4342 7.7002
C -0.7901 -3.7327 6.4360
O -0.7544 -2.4730 5.7574
C 0.3215 -1.7809 6.2002
O 0.7337 -0.7762 5.7157
O 0.8724 -2.3932 7.2734
H 0.5510 -4.2872 8.0690
H -0.6454 -3.0503 8.5018
H -0.3047 -4.4822 5.8096
H -1.8158 -4.0374 6.6252
C 7.0446 5.1989 -3.9911
C 6.6677 3.8028 -3.5583
O 7.6474 2.9932 -4.2297
C 8.7263 3.7689 -4.4808
O 9.7714 3.3607 -4.8766
O 8.4566 5.0708 -4.2186
H 6.8378 5.9498 -3.2338
H 6.5649 5.4943 -4.9261
H 6.7649 3.6599 -2.4852
H 5.6646 3.5208 -3.8665
C -7.9951 1.8668 0.4389
C -8.4731 1.9597 1.8738
O -7.2606 1.7579 2.6108
C -6.2196 2.0999 1.8113
O -5.0931 2.1958 2.1717
O -6.6378 2.3074 0.5426
H -8.5536 2.5036 -0.2414
H -8.0026 0.8442 0.0576
H -8.8750 2.9437 2.1208
H -9.2080 1.2005 2.1296
C -0.5182 2.6132 -2.7100
C 0.1018 1.7439 -3.7783
O 0.1395 0.4562 -3.1361
C -0.8036 0.4449 -2.1816
O -1.1485 -0.5206 -1.5693
O -1.3194 1.6708 -1.9852
H -1.1349 3.4126 -3.1103
H 0.2240 3.0378 -2.0319
H -0.5161 1.6701 -4.6737
H 1.0941 2.0648 -4.0580
C 5.6710 -0.3827 -5.8771
C 5.2150 0.1254 -4.5300
O 4.5681 1.3587 -4.8772
C 4.1753 1.2840 -6.1701
O 3.4703 2.0843 -6.7033
O 4.6896 0.1924 -6.7643
H 5.6740 -1.4629 -5.9484
H 6.6549 -0.0046 -6.1501
H 4.4881 -0.5342 -4.0513
H 6.0389 0.3035 -3.8473
C 10.3952 -1.3133 -6.1885
C 10.9508 -1.7071 -4.8361
O 9.8248 -1.5011 -3.9751
C 8.7056 -1.5792 -4.7205
O 7.5995 -1.6068 -4.2781
O 8.9997 -1.6105 -6.0384
H 10.8215 -1.8816 -7.0104
H 10.5069 -0.2478 -6.3931
H 11.2393 -2.7584 -4.7908
H 11.7900 -1.0930 -4.5223
C -7.9273 0.4469 7.1252
C -7.4999 0.0320 5.7339
O -8.5154 -0.9095 5.3691
C -9.6238 -0.6401 6.1024
O -10.6896 -1.1275 5.9186
O -9.3463 0.2672 7.0723
H -7.6795 1.4788 7.3591
H -7.5179 -0.2023 7.9014
H -7.5161 0.8602 5.0246
H -6.5177 -0.4329 5.7109

Gap between HOMO and LUMO: 8.357 eV
Maximum force: 1.24 eV/A
LUMO: -0.0258 Eh
HOMO level: -0.3329 Eh
Multiplicity: 1